Record 1
This record from the OMol25 dataset describes a 12-piece molecular cluster, C38H72O19S5 overall in a non-equilibrium geometry. The level of theory is ωB97M-V/def2-TZVPD.

gap between HOMO and LUMO	8.51	eV
DFT total energy	-133647.7276	eV
LUMO energy	0.24	eV
molecular weight	993.3	g/mol

```
! RIJCOSX wB97M-V def2-TZVPD def2/J DEFGRID3
* xyz 0 1
C 6.810 -3.172 -0.323
S 5.533 -1.923 -0.649
O 4.932 -2.394 -1.976
C 4.399 -2.518 0.643
H 6.387 -4.170 -0.440
H 7.287 -2.958 0.633
H 7.640 -3.032 -1.015
H 3.374 -2.468 0.277
H 4.469 -1.923 1.554
H 4.499 -3.585 0.847
C -1.443 -3.679 2.212
S -2.597 -4.912 1.451
O -4.008 -4.292 1.313
C -1.925 -4.985 -0.236
H -1.555 -3.639 3.296
H -1.606 -2.670 1.833
H -0.460 -4.046 1.917
H -1.947 -4.020 -0.743
H -2.522 -5.704 -0.798
H -0.894 -5.338 -0.253
C -2.291 2.575 -7.156
S -2.217 2.801 -5.334
O -1.688 1.500 -4.795
C -4.060 2.845 -5.054
H -1.310 2.517 -7.629
H -2.907 3.320 -7.658
H -2.696 1.572 -7.291
H -4.436 1.827 -5.157
H -4.604 3.534 -5.701
H -4.343 3.147 -4.046
C 4.765 1.159 4.890
S 3.264 0.176 5.346
O 2.345 1.212 5.948
C 2.744 -0.131 3.594
H 5.224 1.566 5.792
H 4.457 2.064 4.366
H 5.577 0.671 4.352
H 3.713 -0.437 3.200
H 2.558 0.749 2.978
H 2.027 -0.951 3.585
C 2.080 -5.254 -0.154
S 1.513 -6.665 -1.161
O 0.613 -5.918 -2.105
C 3.017 -7.164 -2.101
H 1.158 -4.741 0.119
H 2.622 -4.661 -0.891
H 2.613 -5.638 0.716
H 3.856 -7.140 -1.406
H 3.326 -6.383 -2.795
H 2.848 -8.147 -2.540
O -2.178 -0.102 2.058
C -1.824 0.124 3.185
O -0.556 0.471 3.387
C -0.339 0.661 4.798
C -1.736 0.668 5.427
C -2.608 -0.107 4.430
H 0.329 1.506 4.962
H 0.183 -0.124 5.345
H -2.165 1.653 5.608
H -1.608 0.254 6.428
H -3.643 0.218 4.331
H -2.559 -1.174 4.644
O -2.574 3.372 3.143
C -3.143 3.808 2.191
O -2.484 4.240 1.128
C -3.254 4.254 -0.054
C -4.697 4.392 0.493
C -4.638 3.984 1.960
H -3.136 3.302 -0.571
H -2.891 5.021 -0.739
H -5.348 3.699 -0.040
H -5.081 5.405 0.382
H -5.046 3.010 2.231
H -5.132 4.710 2.605
O -3.613 -3.419 -4.108
C -2.917 -2.623 -4.780
O -3.230 -2.362 -6.141
C -2.256 -1.623 -6.823
C -1.064 -1.550 -5.831
C -1.629 -1.932 -4.459
H -2.665 -0.629 -7.005
H -1.923 -2.016 -7.784
H -0.688 -0.527 -5.797
H -0.211 -2.171 -6.102
H -1.960 -1.023 -3.956
H -0.956 -2.497 -3.815
O 4.188 0.778 1.198
C 5.055 1.591 0.958
O 5.859 2.043 1.920
C 6.792 3.026 1.513
C 6.729 3.012 0.002
C 5.489 2.203 -0.401
H 7.755 2.610 1.809
H 6.641 4.028 1.913
H 7.662 2.596 -0.379
H 6.662 4.052 -0.316
H 5.661 1.490 -1.207
H 4.686 2.845 -0.762
O 3.460 4.414 0.404
C 2.589 4.375 1.280
O 1.893 5.405 1.368
C 0.811 5.233 2.279
C 1.078 3.891 3.026
C 2.068 3.203 2.076
H -0.176 5.172 1.821
H 0.754 6.060 2.986
H 0.180 3.306 3.227
H 1.544 4.076 3.994
H 1.581 2.458 1.447
H 2.986 2.817 2.520
O 0.558 -2.232 -0.125
C 0.087 -1.121 -0.370
O -0.990 -0.948 -1.186
C -1.414 0.409 -1.148
C -0.212 1.181 -0.739
C 0.551 0.201 0.233
H -2.206 0.455 -0.400
H -1.768 0.690 -2.139
H -0.527 2.076 -0.202
H 0.445 1.474 -1.558
H 0.175 0.163 1.255
H 1.637 0.296 0.226
O -6.060 0.936 -2.257
C -5.784 0.121 -1.442
O -4.957 0.353 -0.376
C -4.610 -0.791 0.275
C -5.298 -1.960 -0.476
C -6.262 -1.314 -1.442
H -4.642 -0.700 1.360
H -3.573 -1.123 0.220
H -5.917 -2.593 0.160
H -4.657 -2.696 -0.962
H -7.343 -1.347 -1.309
H -6.086 -1.664 -2.460
*
```

Löwdin atomic charge list, values in e, 4 entries:
1 C -0.274
2 S 0.839
3 O -0.573
4 C -0.254

Record 2
This record from the OMol25 dataset describes C38H73Br2N2O10 as an isolated structure in a non-equilibrium geometry. The level of theory is ωB97M-V/def2-TZVPD.

gap between HOMO and LUMO	6.25	eV
DFT total energy	-204114.5278	eV
LUMO energy	-4.20	eV
molecular weight	877.8	g/mol

```
! RIJCOSX wB97M-V def2-TZVPD def2/J DEFGRID3
* xyz 1 1
C 2.565 -3.460 0.764
C 3.919 -2.650 0.703
C 4.156 -1.849 -0.644
C 4.310 -0.265 -0.441
C 5.493 0.094 0.583
C 2.925 0.322 0.002
C 2.724 0.366 1.466
C 1.474 0.925 2.055
C 0.487 1.400 1.064
C 0.755 1.319 -0.383
C -0.402 1.905 -1.243
C -1.572 1.072 -1.588
C -2.545 1.819 -2.388
C -2.286 3.207 -2.732
N -1.243 4.034 -2.398
C -0.360 3.294 -1.658
N 1.944 0.769 -0.898
C 2.161 0.660 -2.368
Br 0.817 -0.558 -3.212
C 2.235 2.114 -3.084
C 3.711 2.277 -3.686
Br 1.017 2.296 -4.626
H 2.254 -3.517 1.853
H 1.711 -2.941 0.232
H 2.639 -4.523 0.418
H 4.008 -2.019 1.632
H 4.764 -3.400 0.782
H 3.262 -2.044 -1.303
H 5.050 -2.280 -1.184
H 4.675 0.138 -1.430
H 5.279 1.123 0.975
H 6.448 0.178 -0.017
H 5.636 -0.685 1.371
H 3.476 -0.016 2.193
H 1.324 0.982 3.163
H -0.477 1.820 1.455
H -1.678 0.011 -1.271
H -3.484 1.320 -2.734
H -3.066 3.701 -3.381
H 0.550 3.872 -1.321
H 3.128 0.173 -2.631
H 2.138 2.924 -2.321
H 4.426 2.149 -2.832
H 3.896 1.599 -4.557
H 3.753 3.347 -4.049
C -8.670 0.486 0.325
O -8.512 -0.748 -0.361
C -8.388 -0.580 -1.770
C -6.936 -0.650 -2.215
O -6.176 0.442 -1.699
C -5.421 0.087 -0.552
H -8.461 0.316 1.382
H -7.990 1.253 -0.048
H -9.703 0.832 0.221
H -8.854 0.357 -2.091
H -8.940 -1.401 -2.237
H -6.900 -0.576 -3.306
H -6.484 -1.605 -1.929
H -4.520 -0.458 -0.858
H -5.996 -0.524 0.147
H -5.120 1.005 -0.044
C -11.307 -0.127 -6.617
O -11.996 1.088 -6.362
C -12.502 1.164 -5.033
C -11.600 1.999 -4.138
O -10.328 1.384 -3.956
C -9.328 1.941 -4.797
H -10.708 0.006 -7.518
H -10.645 -0.404 -5.794
H -12.030 -0.930 -6.790
H -12.649 0.161 -4.618
H -13.482 1.646 -5.095
H -12.062 2.075 -3.149
H -11.487 3.014 -4.533
H -8.980 2.891 -4.380
H -9.690 2.100 -5.815
H -8.487 1.246 -4.832
C -0.014 -8.912 1.633
O 1.090 -9.291 2.442
C 2.343 -8.978 1.844
C 2.930 -7.696 2.413
O 2.131 -6.562 2.084
C 1.280 -6.167 3.150
H -0.906 -8.903 2.260
H 0.118 -7.919 1.197
H -0.152 -9.646 0.834
H 2.247 -8.917 0.754
H 3.019 -9.807 2.072
H 3.915 -7.533 1.966
H 3.063 -7.774 3.497
H 1.855 -5.606 3.895
H 0.800 -7.023 3.629
H 0.504 -5.517 2.743
C 3.017 -0.306 5.451
O 2.347 0.923 5.695
C 1.827 1.011 7.022
C 2.735 1.830 7.925
O 3.991 1.191 8.121
C 5.013 1.726 7.292
H 3.629 -0.186 4.555
H 3.663 -0.593 6.282
H 2.277 -1.094 5.273
H 1.657 0.013 7.437
H 0.856 1.511 6.949
H 2.263 1.917 8.908
H 2.872 2.843 7.530
H 5.375 2.669 7.712
H 4.667 1.892 6.269
H 5.838 1.013 7.268
C 6.350 3.441 -1.125
O 7.452 3.062 -0.317
C 8.706 3.370 -0.926
C 9.298 4.655 -0.369
O 8.500 5.785 -0.702
C 7.655 6.192 0.365
H 5.456 3.458 -0.498
H 6.486 4.429 -1.567
H 6.211 2.700 -1.921
H 8.603 3.424 -2.015
H 9.382 2.541 -0.697
H 10.281 4.812 -0.823
H 9.439 4.585 0.715
H 8.233 6.759 1.100
H 7.175 5.342 0.856
H 6.879 6.840 -0.046
*
```

Löwdin atomic charge list, values in e, 4 entries:
1 C -0.104
2 C -0.240
3 C -0.144
4 C -0.272

Record 3
This record from the OMol25 dataset describes a 5-piece molecular cluster, C38H73ClFN7O9P3S7 overall in a non-equilibrium geometry. The level of theory is ωB97M-V/def2-TZVPD.

gap between HOMO and LUMO	7.95	eV
DFT total energy	-188388.7606	eV
LUMO energy	-2.88	eV
molecular weight	1143.9	g/mol

```
! RIJCOSX wB97M-V def2-TZVPD def2/J DEFGRID3
* xyz 1 1
C 2.102 2.577 3.495
C 0.762 2.041 2.874
N 0.249 0.772 3.435
C -0.153 0.757 4.777
N -1.270 1.219 5.265
F -1.539 1.089 6.604
P -2.427 1.983 4.142
C -3.981 0.959 3.976
C -5.262 1.627 4.599
C -2.763 3.739 4.673
C -2.177 4.726 3.565
N 0.882 0.075 5.476
P 1.580 0.842 6.881
N 0.985 2.310 7.032
C 1.710 -0.690 4.549
Cl 3.503 -0.408 4.462
P 1.644 -2.460 5.304
S 0.015 -2.779 6.316
C 0.978 -0.498 3.136
C 1.928 -0.510 1.899
C 1.194 -0.358 0.509
C 1.991 0.708 -0.362
C 1.108 1.341 -1.494
N 0.444 0.340 -2.365
C 1.358 -0.579 -2.926
C 0.765 -1.998 -3.273
O 2.516 -0.345 -3.180
C -0.247 -1.473 2.859
C 0.156 -2.918 2.381
C -0.569 -3.371 1.056
S -1.033 -5.145 1.048
C -2.800 -5.255 1.442
S -3.588 -6.671 1.612
N -3.454 -3.953 1.568
C -4.041 -3.349 0.481
C -4.495 -2.111 1.064
N -4.174 -2.071 2.411
C -3.519 -3.202 2.720
H 2.147 2.494 4.604
H 3.024 2.153 3.034
H 2.136 3.676 3.267
H -0.015 2.817 3.100
H 0.875 2.040 1.769
H -4.160 0.838 2.879
H -3.808 -0.077 4.366
H -6.108 0.921 4.735
H -4.971 2.088 5.575
H -5.597 2.475 3.950
H -3.841 3.979 4.798
H -2.202 3.971 5.612
H -2.909 5.562 3.435
H -2.144 4.207 2.578
H -1.164 5.107 3.837
H 1.200 0.126 8.057
H 2.988 0.980 6.799
H 0.482 2.371 7.923
H 2.727 -2.465 6.241
H 1.949 -3.445 4.329
H 2.690 0.305 1.935
H 2.521 -1.458 1.844
H 1.208 -1.294 -0.093
H 0.162 0.075 0.607
H 2.915 0.219 -0.761
H 2.355 1.570 0.260
H 1.804 1.928 -2.145
H 0.391 2.103 -1.092
H -0.250 -0.137 -1.787
H -0.353 -1.902 -3.241
H 1.154 -2.792 -2.602
H 1.013 -2.159 -4.348
H -0.894 -1.030 2.059
H -0.904 -1.568 3.760
H 1.248 -3.099 2.274
H -0.190 -3.629 3.183
H -1.426 -2.678 0.887
H 0.133 -3.235 0.198
H -4.117 -3.706 -0.556
H -5.015 -1.311 0.510
H -3.074 -3.551 3.664
C 4.703 3.807 -5.124
C 4.775 5.329 -4.968
C 3.943 5.704 -3.738
S 3.991 4.281 -2.649
O 2.658 3.733 -2.546
O 4.778 4.598 -1.482
C 4.951 3.235 -3.732
H 5.435 3.438 -5.843
H 3.709 3.518 -5.475
H 5.815 5.631 -4.815
H 4.414 5.844 -5.859
H 4.355 6.568 -3.218
H 2.902 5.892 -4.000
H 4.629 2.200 -3.628
H 5.999 3.334 -3.447
C 3.400 -7.243 -2.179
C 2.245 -6.538 -2.899
C 1.305 -5.984 -1.824
S 2.323 -5.672 -0.381
O 1.910 -6.562 0.676
O 2.439 -4.241 -0.177
C 3.847 -6.286 -1.078
H 4.217 -7.479 -2.860
H 3.045 -8.179 -1.739
H 2.640 -5.717 -3.503
H 1.717 -7.214 -3.572
H 0.834 -5.054 -2.141
H 0.541 -6.710 -1.545
H 4.441 -6.768 -0.303
H 4.390 -5.436 -1.493
C 0.724 -2.767 -8.427
C 1.867 -1.843 -7.991
C 2.764 -2.641 -7.039
S 2.590 -4.362 -7.511
O 1.953 -5.074 -6.427
O 3.818 -4.816 -8.111
C 1.381 -4.091 -8.798
H 0.163 -2.350 -9.263
H 0.030 -2.914 -7.594
H 2.442 -1.536 -8.868
H 1.493 -0.937 -7.511
H 3.808 -2.347 -7.129
H 2.438 -2.542 -6.004
H 0.681 -4.925 -8.830
H 1.916 -4.013 -9.746
C -7.378 5.265 0.153
C -7.338 6.404 1.177
C -6.049 6.246 1.990
S -4.875 5.424 0.912
O -4.582 4.117 1.462
O -3.834 6.350 0.546
C -5.987 5.220 -0.471
H -8.149 5.424 -0.601
H -7.591 4.320 0.660
H -7.328 7.363 0.653
H -8.215 6.395 1.825
H -5.643 7.209 2.295
H -6.203 5.614 2.865
H -5.774 4.282 -0.982
H -5.832 6.061 -1.148
*
```

Löwdin atomic charge list, values in e, 4 entries:
1 C -0.070
2 C -0.162
3 N -0.037
4 C -0.300